Record 1
Molecular formula: C8H27NO5
Method: DFT, ωB97M-V with the def2-TZVPD basis set

## Properties
- Gap between HOMO and LUMO: 10.124 eV
- HOMO level: -9.6 eV
- LUMO: 0.52 eV
- SMILES string: COC[C@H](C)N.CCO.CCO.O.O

```
! RIJCOSX wB97M-V def2-TZVPD def2/J DEFGRID3
* xyz 0 1
O -4.342 2.189 -3.323
H -3.590 2.766 -3.189
H -4.106 1.378 -2.872
O 4.536 4.227 -2.147
H 4.499 3.361 -2.553
H 5.471 4.406 -2.049
C -0.057 2.014 0.827
C -0.689 3.308 0.421
O -0.401 3.585 -0.912
H 1.025 2.100 0.731
H -0.452 1.190 0.233
H -0.184 1.745 1.876
H -0.259 4.091 1.046
H -1.772 3.218 0.507
H 0.535 3.776 -1.005
C 3.516 -0.432 5.377
C 3.764 0.302 6.729
O 2.818 1.306 6.927
H 2.631 -1.068 5.394
H 4.313 -0.987 4.881
H 3.137 0.353 4.723
H 4.696 0.860 6.636
H 3.773 -0.312 7.630
H 3.268 2.075 6.568
C -0.870 -1.983 -3.978
C -0.915 -2.943 -2.858
C -2.299 -3.085 -2.165
O -2.917 -1.852 -1.763
C -4.054 -1.967 -0.953
N -0.281 -4.140 -3.340
H -1.666 -1.967 -4.723
H 0.000 -2.084 -4.627
H -0.852 -0.962 -3.597
H -0.284 -2.513 -2.080
H -2.152 -3.706 -1.282
H -2.974 -3.545 -2.887
H -4.404 -0.999 -0.597
H -3.883 -2.659 -0.129
H -4.902 -2.356 -1.517
H -0.382 -4.753 -2.544
H 0.706 -3.939 -3.415
*
```

These are the natural (NBO) partial charges, in e, on atoms 1 to 2:
1 O -0.940
2 H 0.471



Record 2
Molecular formula: C3H5N3
Method: DFT, ωB97M-V with the def2-TZVPD basis set

## Properties
- Gap between HOMO and LUMO: 9.865 eV
- HOMO level: -9.0 eV
- LUMO: 0.90 eV
- SMILES string: [H]/N=C1\CN=CN1

```
! RIJCOSX wB97M-V def2-TZVPD def2/J DEFGRID3
* xyz 0 1
N -0.755 -1.825 -0.499
C -0.313 -0.660 -0.262
C 0.832 0.224 -0.722
N 0.659 1.533 -0.088
C -0.220 1.334 0.817
N -0.745 0.061 0.851
H -0.246 -2.331 -1.216
H 1.575 -0.382 -0.177
H 1.124 0.313 -1.771
H -0.587 2.090 1.508
H -1.323 -0.357 1.559
*
```

These are the natural (NBO) partial charges, in e, on atoms 1 to 2:
1 N -0.708
2 C 0.434



Record 3
Molecular formula: C4H10O
Method: DFT, ωB97M-V with the def2-TZVPD basis set

## Properties
- Gap between HOMO and LUMO: 11.092 eV
- HOMO level: -9.9 eV
- LUMO: 1.17 eV

```
! RIJCOSX wB97M-V def2-TZVPD def2/J DEFGRID3
* xyz 0 1
C -1.407 0.170 -1.330
O -0.900 -0.692 -0.395
C 0.323 -0.257 0.039
C 0.291 1.114 0.713
C 0.973 -1.379 0.860
H -0.220 0.393 -1.989
H -1.694 1.148 -0.909
H -2.289 -0.332 -1.776
H 0.812 0.086 -1.272
H -0.592 1.276 1.354
H 0.281 1.884 -0.060
H 1.187 1.255 1.321
H 2.049 -1.204 0.897
H 0.788 -2.343 0.376
H 0.623 -1.467 1.907
*
```

These are the natural (NBO) partial charges, in e, on atoms 1 to 2:
1 C -0.227
2 O -0.525



Record 4
Molecular formula: C24H56MnN7O8
Method: DFT, ωB97M-V with the def2-TZVPD basis set

## Properties
- Gap between HOMO and LUMO (spin up / spin down): 4.728 / 8.201 eV
- HOMO level (spin up / spin down): -4.7 / -8.2 eV
- LUMO (spin up / spin down): 0.00 / -0.02 eV

```
! RIJCOSX wB97M-V def2-TZVPD def2/J DEFGRID3
* xyz 0 7
Mn -1.631 -1.988 1.552
C -0.832 0.596 -1.996
C -0.015 -0.414 -1.089
C 1.143 0.294 -0.408
O -0.796 -1.159 -0.131
H -1.325 1.287 -1.311
H -1.590 0.064 -2.570
H -0.180 1.099 -2.710
H 0.351 -1.126 -1.828
H 1.738 -0.417 0.164
H 0.766 1.104 0.217
H 1.887 0.698 -1.094
C -0.863 5.743 0.086
O -1.898 5.012 0.045
N 0.354 5.407 -0.240
C 1.461 6.287 -0.194
C 0.643 4.127 -0.872
H -0.863 6.775 0.469
H 1.479 6.830 -1.139
H 2.469 5.873 -0.164
H 1.475 7.012 0.620
H -0.181 3.427 -1.010
H 1.362 4.283 -1.676
H 1.183 3.541 -0.128
C -4.270 -4.979 -3.977
O -4.045 -6.102 -4.502
N -3.257 -4.115 -3.759
C -3.462 -2.880 -3.033
C -1.833 -4.363 -4.187
H -5.237 -4.658 -3.561
H -4.435 -2.388 -3.030
H -2.789 -2.186 -3.537
H -3.118 -2.972 -2.003
H -1.774 -5.295 -4.748
H -1.627 -3.467 -4.773
H -1.119 -4.451 -3.367
C 3.164 3.491 4.589
O 3.540 4.546 5.085
N 3.017 3.274 3.242
C 3.091 4.307 2.216
C 2.587 2.010 2.714
H 2.859 2.598 5.156
H 3.863 3.975 1.522
H 3.548 5.219 2.600
H 2.192 4.502 1.631
H 1.713 2.167 2.081
H 3.410 1.699 2.071
H 2.507 1.366 3.590
C 1.334 -3.262 2.051
O 0.194 -2.872 2.263
N 1.890 -4.349 2.623
C 3.071 -4.992 2.020
C 1.414 -4.959 3.844
H 1.960 -2.948 1.201
H 2.786 -5.867 1.436
H 3.865 -5.177 2.744
H 3.607 -4.407 1.272
H 0.813 -4.299 4.469
H 0.732 -5.800 3.721
H 2.215 -5.189 4.547
C -0.837 0.526 3.521
O -1.182 -0.501 2.957
N -0.864 1.716 3.018
C -0.682 2.929 3.835
C -1.292 2.008 1.596
H -0.539 0.554 4.581
H -0.106 2.732 4.739
H -1.632 3.392 4.103
H -0.051 3.667 3.340
H -0.571 2.738 1.227
H -1.220 1.157 0.919
H -2.298 2.399 1.447
C -5.502 1.559 -2.332
O -6.214 1.026 -1.529
N -4.454 2.330 -2.041
C -3.633 3.004 -3.073
C -4.123 2.521 -0.672
H -5.573 1.382 -3.416
H -4.055 2.847 -4.065
H -2.715 2.417 -3.035
H -3.599 4.069 -2.845
H -4.334 3.559 -0.418
H -4.797 2.044 0.040
H -3.101 2.229 -0.426
C 2.564 -5.951 -1.517
O 1.401 -6.386 -1.654
N 2.871 -4.626 -1.566
C 1.841 -3.724 -2.086
C 4.199 -4.175 -1.370
H 3.410 -6.651 -1.449
H 1.453 -3.896 -3.090
H 2.387 -2.789 -2.211
H 0.979 -3.639 -1.424
H 4.596 -4.021 -2.373
H 4.286 -3.228 -0.838
H 4.841 -4.748 -0.700
*
```

These are the Mulliken partial charges, in e, on atoms 1 to 2:
1 Mn -0.022
2 C -0.136



Record 5
Molecular formula: C3H11N3O
Method: DFT, ωB97M-V with the def2-TZVPD basis set

## Properties
- Gap between HOMO and LUMO: 8.370 eV
- HOMO level: -7.5 eV
- LUMO: 0.90 eV
- SMILES string: [H]/N=C(\C)N.CNO

```
! RIJCOSX wB97M-V def2-TZVPD def2/J DEFGRID3
* xyz 0 1
C -2.412 0.724 0.450
N -1.008 0.437 0.636
O -0.577 0.983 1.908
H -0.769 1.883 2.219
H -0.494 -0.684 0.691
H -3.039 0.450 1.312
H -2.770 0.162 -0.419
H -2.568 1.788 0.231
C 2.092 0.264 -0.516
C 1.161 -0.905 -0.609
N 0.526 -1.174 -1.771
N 0.793 -1.595 0.453
H 0.658 -0.572 -2.570
H 0.007 -2.042 -1.790
H 1.420 -1.391 1.232
H 3.122 -0.099 -0.454
H 1.867 0.850 0.379
H 1.990 0.920 -1.383
*
```

These are the natural (NBO) partial charges, in e, on atoms 1 to 2:
1 C -0.430
2 N -0.411



Record 6
Molecular formula: C6H6N2
Method: DFT, ωB97M-V with the def2-TZVPD basis set

## Properties
- Gap between HOMO and LUMO: 9.366 eV
- HOMO level: -8.9 eV
- LUMO: 0.50 eV
- SMILES string: C#C[C@H]1C=CC=NN1

```
! RIJCOSX wB97M-V def2-TZVPD def2/J DEFGRID3
* xyz 0 1
C 2.924 -0.108 -0.423
C 1.821 -0.224 0.134
C 0.493 -0.292 0.709
C -2.183 -0.119 -0.084
C -1.321 1.186 0.077
C -0.005 1.067 0.022
H 3.975 -0.261 -0.819
H 0.685 -0.200 1.813
H -0.086 -2.358 0.200
H -3.281 0.018 -0.562
H -1.826 2.103 -0.592
H 0.644 1.899 -0.199
N -0.225 -1.393 -0.055
N -1.615 -1.318 -0.220
*
```

These are the natural (NBO) partial charges, in e, on atoms 1 to 2:
1 C -0.317
2 C 0.083



Record 7
Molecular formula: F2N2
Method: DFT, ωB97M-V with the def2-TZVPD basis set

## Properties
- Gap between HOMO and LUMO (spin up / spin down): 6.005 / 12.673 eV
- HOMO level (spin up / spin down): -10.1 / -14.1 eV
- LUMO (spin up / spin down): -4.11 / -1.42 eV

```
! RIJCOSX wB97M-V def2-TZVPD def2/J DEFGRID3
* xyz 0 1
N 0.972 -0.371 -0.055
N 0.662 -1.144 -0.805
F 0.414 0.493 0.816
F -2.047 1.023 0.044
*
```

These are the natural (NBO) partial charges, in e, on atoms 1 to 2:
1 N 0.206
2 N 0.012



Record 8
Molecular formula: C27H37N4O5S2
Method: DFT, ωB97M-V with the def2-TZVPD basis set

## Properties
- Gap between HOMO and LUMO: 7.643 eV
- HOMO level: -10.4 eV
- LUMO: -2.75 eV

```
! RIJCOSX wB97M-V def2-TZVPD def2/J DEFGRID3
* xyz 1 1
C 0.948 2.221 3.153
C -0.464 1.952 2.659
H -1.006 2.890 2.511
H -1.016 1.337 3.370
O -0.459 1.186 1.441
C 0.115 1.855 0.353
C -0.405 3.046 -0.126
C 0.179 3.708 -1.199
C 1.291 3.190 -1.837
C 1.796 1.986 -1.387
C 1.236 1.302 -0.283
N 1.837 0.121 0.018
C 2.819 -0.158 -0.773
N 3.349 -1.418 -0.915
C 2.671 -2.557 -0.532
O 3.180 -3.650 -0.548
C 1.249 -2.275 -0.146
C 0.352 -1.865 -1.133
C -0.828 -1.252 -0.761
C -1.097 -1.119 0.587
C -0.314 -1.696 1.569
C 0.869 -2.302 1.192
H 1.538 -2.708 1.934
H -0.598 -1.597 2.604
S -2.349 0.052 1.054
O -2.672 0.178 2.433
O -2.713 1.022 0.077
N -3.810 -1.209 0.623
H -3.730 -1.419 -0.388
C -3.735 -2.420 1.430
H -2.835 -2.979 1.183
H -3.700 -2.128 2.480
H -4.602 -3.058 1.261
C -5.090 -0.495 0.720
H -5.581 -0.711 1.668
H -4.868 0.574 0.672
C -5.965 -0.897 -0.491
C -7.043 0.156 -0.806
H -8.033 -0.292 -0.846
H -7.050 0.932 -0.042
C -6.624 0.717 -2.174
H -6.715 1.798 -2.227
C -5.173 0.257 -2.306
H -4.865 0.079 -3.336
H -4.481 0.964 -1.832
O -5.126 -0.994 -1.628
H -7.227 0.274 -2.965
H -6.385 -1.894 -0.328
H -1.488 -0.811 -1.492
H 0.623 -1.937 -2.175
C 4.675 -1.580 -1.496
C 5.789 -1.431 -0.463
H 6.739 -1.650 -0.951
H 5.646 -2.171 0.324
C 5.861 -0.017 0.112
N 4.599 0.418 0.693
C 4.574 1.851 0.904
H 4.768 2.366 -0.035
H 5.321 2.175 1.640
H 3.586 2.138 1.263
C 4.252 -0.285 1.911
H 4.927 -0.032 2.740
H 3.233 -0.016 2.186
H 4.286 -1.359 1.748
H 6.100 0.675 -0.700
H 6.677 0.035 0.851
H 4.711 -2.583 -1.926
H 4.792 -0.839 -2.291
S 3.125 1.067 -2.033
H 1.745 3.700 -2.672
H -0.248 4.637 -1.541
H -1.286 3.459 0.339
H 0.902 2.707 4.123
H 1.497 1.287 3.251
H 1.479 2.872 2.462
*
```

These are the natural (NBO) partial charges, in e, on atoms 1 to 2:
1 C -0.639
2 C -0.058